{"formula": "C5H6N2O", "method": "ωB97M-V/def2-TZVPD", "e_tot_ev": -10308.0938, "lumo_energy_ha": 0.037, "orbital_gap_ev": 8.675, "species": ["H", "N", "C", "O", "C", "C", "C", "C", "N", "H", "H", "H", "H", "H"], "xyz": [[1.262677, -2.753148, 0.068127], [1.380237, -1.822356, -0.040126], [0.369222, -1.074223, -0.155161], [-0.934065, -1.398072, -0.099308], [-1.928416, -0.488897, 0.060903], [-1.700759, 0.822908, -0.053459], [-0.328304, 1.387682, -0.150773], [0.700915, 0.496106, -0.272923], [2.040588, 0.688670, -0.007715], [-2.916262, -1.059161, 0.117905], [-2.644969, 1.416292, 0.173983], [-0.033831, 2.438447, -0.134089], [2.383824, 1.575191, 0.319951], [2.349145, -0.229441, 0.172682]], "atomic_forces_ev_per_a": [[-0.82, -3.66, 0.47], [0.04, 3.31, -0.64], [0.76, 3.29, -0.13], [1.01, -1.47, 0.00], [-1.21, -0.43, -0.81], [-1.01, 1.26, 1.01], [-0.11, -1.26, -0.73], [-1.03, -1.50, 2.16], [-2.05, 0.88, -1.67], [1.50, 1.35, 0.10], [1.66, -0.33, -0.64], [-0.75, -0.15, 0.16], [0.09, -0.42, 0.11], [1.93, -0.88, 0.61]], "mulliken_charge": [0.21, -0.71, 0.66, -0.35, -0.25, -0.30, -0.49, 0.31, -0.42, 0.32, 0.27, 0.32, 0.17, 0.27]}

---

{"formula": "C6H13N", "method": "ωB97M-V/def2-TZVPD", "e_tot_ev": -7920.3567, "lumo_energy_ha": 0.041, "orbital_gap_ev": 8.967, "species": ["C", "C", "C", "C", "C", "N", "C", "H", "H", "H", "H", "H", "H", "H", "H", "H", "H", "H", "H", "H"], "xyz": [[1.209956, -1.266875, 0.348464], [0.805148, -0.163194, -0.332281], [-0.485212, 0.484869, 0.075887], [-1.580018, -0.520246, 0.329614], [-1.894105, -0.740084, 1.845547], [1.507277, 0.164844, -1.555402], [1.612699, 1.634421, -1.784149], [2.005061, -1.896317, 0.086103], [0.728054, -1.422681, 1.364254], [-0.160839, 1.003430, 0.995875], [-0.923849, 1.302234, -0.606149], [-1.420116, -1.457984, -0.165735], [-2.588061, -0.434517, -0.312600], [-2.001049, 0.152203, 2.373786], [-2.795179, -1.243504, 2.095752], [-0.998228, -1.189029, 2.442880], [2.440134, -0.262953, -1.624620], [0.495865, 1.924657, -1.694323], [1.874158, 1.834300, -2.956073], [2.168311, 2.096426, -0.926828]], "atomic_forces_ev_per_a": [[-1.93, 2.00, 1.95], [1.93, -2.42, -1.49], [-0.23, 2.04, -0.71], [-3.44, -1.08, -0.02], [2.46, -0.98, -0.19], [-0.22, 0.93, 0.40], [-2.32, -0.59, -1.60], [1.12, -0.53, -0.40], [0.57, -0.25, -1.62], [-0.81, 0.01, -0.09], [1.15, -1.24, 0.82], [1.27, -0.78, 0.29], [1.68, 1.27, 1.70], [-0.22, 2.11, 0.44], [-0.65, -1.04, -0.23], [-1.53, 0.22, -1.33], [-0.84, 0.05, 0.42], [2.05, 0.28, -0.27], [-0.03, -0.20, 3.27], [-0.01, 0.21, -1.35]], "mulliken_charge": [-1.10, 0.62, -0.39, -0.65, -1.17, -0.29, -0.74, 0.39, 0.03, 0.36, 0.17, 0.40, 0.32, 0.38, 0.39, 0.18, 0.28, 0.23, 0.29, 0.28]}